No. 1
C18H20N4O3S | ωB97M-V/def2-TZVPD

The geometry in XYZ format:
```
46
Properties=species:S:1:pos:R:3:nbo_charge:R:1
C -0.46 1.63 0.64 -0.750
S -2.06 0.81 0.34 0.268
C -2.00 -0.54 1.48 -0.226
C -1.21 -0.56 2.62 -0.223
C -1.23 -1.67 3.45 -0.207
C -2.04 -2.76 3.16 -0.216
C -2.83 -2.74 2.03 -0.272
C -2.82 -1.64 1.19 0.331
O -3.62 -1.59 0.05 -0.518
C -3.18 -2.42 -1.01 -0.111
C -1.86 -1.93 -1.52 0.280
C -0.62 -1.94 -0.94 -0.307
C 0.15 -1.10 -1.78 0.039
C 1.56 -0.74 -1.44 0.644
O 2.14 -1.42 -0.61 -0.635
N 2.11 0.35 -2.00 -0.393
C 1.52 1.25 -2.95 -0.435
C 3.42 0.77 -1.50 -0.254
C 3.23 1.80 -0.44 0.121
C 3.12 1.59 0.95 -0.342
C 2.87 2.83 1.49 0.152
C 2.66 3.27 2.89 -0.646
N 2.84 3.69 0.44 -0.333
N 3.05 3.08 -0.72 -0.285
N -0.58 -0.67 -2.78 -0.117
O -1.82 -1.18 -2.63 -0.250
H -0.31 2.30 -0.20 0.238
H -0.49 2.19 1.57 0.211
H 0.33 0.88 0.66 0.232
H -0.58 0.27 2.86 0.217
H -0.60 -1.68 4.33 0.215
H -2.05 -3.62 3.81 0.217
H -3.47 -3.58 1.79 0.221
H -3.94 -2.32 -1.79 0.222
H -3.09 -3.47 -0.69 0.194
H -0.29 -2.43 -0.05 0.260
H 1.68 2.28 -2.61 0.218
H 1.99 1.13 -3.93 0.194
H 0.45 1.05 -3.06 0.250
H 3.92 -0.10 -1.09 0.251
H 3.99 1.18 -2.34 0.217
H 3.21 0.65 1.46 0.239
H 1.75 3.86 2.98 0.221
H 3.50 3.88 3.23 0.226
H 2.58 2.41 3.55 0.234
H 2.69 4.68 0.47 0.406
```

Calculated values
- Relative energy (zero: lowest compared OMol25 entry of this formula, charge and spin): 329.62 kJ/mol
- Highest occupied orbital energy: -0.29825 Eh
- Electronic energy: -41927.12324 eV
- Net charge: 0
- Orbital gap: 8.68 eV
- SMILES: CSc1ccccc1OCc1cc(C(=O)N(C)Cc2cc(C)[nH]n2)no1

---

No. 2
C3H4O3 | ωB97M-V/def2-TZVPD

The geometry in XYZ format:
```
10
Properties=species:S:1:pos:R:3:nbo_charge:R:1
O 2.74 0.19 -0.17 -0.553
C 1.63 -0.09 0.04 0.995
O 0.55 0.90 -0.38 -0.590
C -0.73 0.75 0.00 -0.138
C -0.81 -0.70 -0.04 0.041
O 0.97 -1.08 0.39 -0.563
H -0.91 1.17 0.97 0.170
H -1.33 1.28 -0.71 0.210
H -0.94 -1.28 0.85 0.220
H -1.16 -1.13 -0.95 0.207
```

Calculated values
- Relative energy (zero: lowest compared OMol25 entry of this formula, charge and spin): 295.96 kJ/mol
- Highest occupied orbital energy: -0.39261 Eh
- Electronic energy: -9315.63327 eV
- Net charge: 0
- Orbital gap: 10.24 eV

---

No. 3
C9H11ClFN3 | ωB97M-V/def2-TZVPD

The geometry in XYZ format:
```
25
Properties=species:S:1:pos:R:3:nbo_charge:R:1
H -1.15 0.38 2.16 0.332
N -1.07 -0.63 2.30 -0.594
C -1.37 -1.20 1.21 0.313
C -1.37 -2.75 1.21 -0.672
C -1.79 -0.50 -0.10 -0.510
C -0.66 0.31 -0.83 -0.050
Cl -1.53 1.61 -1.80 -0.004
C 0.05 -0.53 -1.87 0.251
N 0.72 -1.03 -2.64 -0.274
C 0.34 1.06 0.09 -0.340
C -0.29 2.31 0.68 0.267
N -0.65 3.12 1.38 -0.289
C 1.59 1.58 -0.75 -0.437
C 2.80 0.62 -0.72 0.042
F 3.82 1.23 0.01 -0.363
H -2.35 -3.05 0.77 0.215
H -1.42 -3.07 2.27 0.243
H -0.53 -3.18 0.65 0.231
H -2.12 -1.28 -0.81 0.243
H -2.69 0.13 0.07 0.266
H 0.76 0.40 0.87 0.281
H 1.25 1.82 -1.77 0.235
H 1.89 2.53 -0.26 0.257
H 2.56 -0.40 -0.36 0.172
H 3.18 0.53 -1.76 0.184
```

Calculated values
- Highest occupied orbital energy: -0.39339 Eh
- Electronic energy: -29219.74323 eV
- Net charge: 0
- Orbital gap: 10.71 eV
- SMILES: [H]/N=C(/C)C[C@](Cl)(C#N)[C@H](C#N)CCF

---

No. 4
C32H31F9N4O3SeSiSn | ωB97M-V/def2-TZVPD

The geometry in XYZ format:
```
82
Properties=species:S:1:pos:R:3:mulliken_charge:R:1
Sn -1.10 -0.25 -0.96 1.250
C 0.11 5.13 -1.86 -0.796
N -1.25 5.22 -1.42 0.187
C -2.03 6.34 -1.42 -0.397
C -3.26 5.98 -0.97 -0.366
N -3.22 4.64 -0.69 0.208
C -4.32 3.84 -0.24 -0.870
C -1.99 4.18 -0.98 -0.341
Se -1.40 2.33 -0.84 -0.088
H 0.43 6.09 -2.28 0.316
H 0.20 4.35 -2.62 0.350
H 0.76 4.87 -1.02 0.269
H -1.67 7.30 -1.74 0.450
H -4.14 6.57 -0.83 0.454
H -5.15 4.48 0.05 0.287
H -4.01 3.23 0.61 0.362
H -4.64 3.17 -1.04 0.356
F -4.83 -1.58 2.98 -0.243
C -3.64 -1.07 2.67 0.332
F -2.82 -1.32 3.69 -0.145
F -3.77 0.26 2.60 -0.238
C -3.06 -1.61 1.34 1.409
O -1.90 -0.99 1.06 -0.880
C -2.81 -3.14 1.43 0.304
F -2.20 -3.54 0.31 -0.252
F -1.97 -3.43 2.43 -0.100
F -3.90 -3.87 1.59 -0.245
C -4.10 -1.37 0.23 0.018
F -4.37 -0.06 0.11 -0.201
F -3.59 -1.72 -0.97 -0.258
F -5.24 -2.01 0.38 -0.213
O 1.21 -0.24 0.42 -0.717
Si 1.45 -0.49 1.89 0.195
C 3.68 0.75 1.91 0.212
C 4.00 1.43 0.73 -0.190
C 5.09 1.06 -0.03 -0.871
C 5.89 0.00 0.37 -0.511
C 5.60 -0.67 1.54 -1.018
C 4.50 -0.32 2.30 -0.456
C 2.50 1.16 2.73 1.567
C 1.51 2.04 2.20 -0.448
C 0.53 2.58 3.01 -0.792
C 0.53 2.33 4.38 -0.510
C 1.52 1.52 4.93 -0.859
C 2.50 0.96 4.14 0.097
C 1.26 -1.83 3.15 1.031
C 0.18 -1.83 4.04 -0.244
C -0.05 -2.93 4.85 -0.622
C 0.79 -4.03 4.78 -0.593
C 1.86 -4.03 3.91 -0.740
C 2.10 -2.95 3.09 -0.412
H 3.42 2.29 0.43 0.493
H 5.32 1.60 -0.93 0.449
H 6.75 -0.28 -0.22 0.441
H 6.24 -1.48 1.87 0.439
H 4.30 -0.86 3.21 0.512
H 1.53 2.30 1.16 0.404
H -0.21 3.23 2.57 0.460
H -0.22 2.77 5.01 0.486
H 1.54 1.35 6.00 0.470
H 3.29 0.39 4.60 0.469
H -0.49 -0.99 4.09 0.448
H -0.90 -2.93 5.51 0.494
H 0.60 -4.88 5.42 0.439
H 2.51 -4.90 3.86 0.441
H 2.94 -2.96 2.41 0.504
N -0.57 -1.33 -3.24 -0.570
C -0.23 -1.64 -4.30 0.322
N 0.16 -1.95 -5.48 0.084
C -0.50 -1.44 -6.68 -0.559
C -0.89 -2.63 -7.56 -0.553
O 0.24 -3.42 -7.85 -0.355
C 0.80 -3.97 -6.69 -0.552
C 1.27 -2.86 -5.74 -0.546
H 0.21 -0.80 -7.22 0.263
H -1.38 -0.86 -6.40 0.428
H -1.28 -2.29 -8.52 0.345
H -1.65 -3.24 -7.05 0.340
H 1.65 -4.58 -7.01 0.342
H 0.07 -4.60 -6.18 0.341
H 2.08 -2.29 -6.21 0.264
H 1.63 -3.29 -4.80 0.419
```

Calculated values
- Relative energy (zero: lowest compared OMol25 entry of this formula, charge and spin): 6.38 kJ/mol
- Highest occupied orbital energy: -0.48393 Eh
- Electronic energy: -149289.18590 eV
- Net charge: +2
- Orbital gap: 6.72 eV

---

No. 5
C4H11NS | ωB97M-V/def2-TZVPD

The geometry in XYZ format:
```
17
Properties=species:S:1:pos:R:3:mulliken_spin:R:1
C 0.76 -0.87 -1.48 0.752
C -1.22 1.23 -0.53 0.767
C 1.50 -1.99 -0.76 -0.104
C -1.92 1.95 0.52 -0.060
N 0.53 -0.11 1.50 0.204
S -0.13 -0.05 -0.19 0.196
H 1.44 -0.28 -2.06 0.019
H -0.74 1.83 -1.32 0.027
H 2.64 -1.88 -0.82 0.019
H 1.20 -2.95 -1.24 0.041
H 1.09 -1.85 0.37 0.048
H -1.99 1.31 1.39 0.022
H -2.90 2.26 0.15 0.035
H -1.30 2.82 0.74 0.030
H 0.89 -0.95 1.91 0.005
H 1.20 0.64 1.58 -0.090
H -1.05 -1.12 0.23 0.090
```

Calculated values
- Relative energy (zero: lowest compared OMol25 entry of this formula, charge and spin): 468.12 kJ/mol
- Highest occupied orbital energy (spin up / spin down): -0.16889 / -0.26997 Eh
- <S²>: 2.018
- Electronic energy: -16642.34745 eV
- Net charge: 0
- Orbital gap (spin up / spin down): 5.57 / 6.05 eV
- 2S+1: 3

---

No. 6
C4H12N2 | ωB97M-V/def2-TZVPD

The geometry in XYZ format:
```
18
Properties=species:S:1:pos:R:3:nbo_charge:R:1
C 0.28 0.75 0.27 0.143
C 0.02 -0.27 -0.71 -0.258
C 0.94 0.46 1.58 -0.658
C 0.74 -1.60 -0.63 -0.607
N -1.69 0.83 0.76 -1.072
N -0.09 0.19 -2.10 -0.836
H 0.36 1.78 -0.08 0.207
H -1.15 -0.26 -0.13 0.366
H -0.67 -0.45 -2.63 0.358
H -2.10 0.62 1.67 0.357
H -2.24 1.56 0.29 0.352
H -0.55 1.10 -2.15 0.352
H 1.77 -1.51 -0.98 0.202
H 2.01 0.28 1.42 0.228
H 0.83 1.29 2.27 0.228
H 0.53 -0.43 2.04 0.223
H 0.75 -2.01 0.38 0.207
H 0.24 -2.33 -1.27 0.211
```

Calculated values
- Relative energy (zero: lowest compared OMol25 entry of this formula, charge and spin): 351.61 kJ/mol
- Highest occupied orbital energy: -0.26889 Eh
- Electronic energy: -7319.38461 eV
- Net charge: 0
- Orbital gap: 8.33 eV

---

No. 7
BrHf | ωB97M-V/def2-TZVPD

The geometry in XYZ format:
```
2
Properties=species:S:1:pos:R:3:nbo_charge:R:1
Hf -0.59 1.14 -0.70 2.693
Br 0.59 -1.14 0.70 0.307
```

Calculated values
- Relative energy (zero: lowest compared OMol25 entry of this formula, charge and spin): 261.05 kJ/mol
- Highest occupied orbital energy: -0.99161 Eh
- Electronic energy: -71301.97050 eV
- Net charge: +3
- Orbital gap: 6.12 eV

---

No. 8
C20H50N2O4Si2V | ωB97M-V/def2-TZVPD

The geometry in XYZ format:
```
79
Properties=species:S:1:pos:R:3:mulliken_spin:R:1
O -0.51 -1.05 -1.90 0.068
O 0.56 0.55 -3.12 -0.007
C 0.16 -2.27 -2.29 0.000
C -0.51 -3.57 -1.80 0.002
H 1.19 -2.27 -1.93 -0.001
H 0.30 -2.31 -3.37 0.000
H -0.58 -3.59 -0.71 -0.002
H 0.08 -4.44 -2.10 0.000
H -1.51 -3.70 -2.21 0.000
C -1.77 -0.91 -2.60 -0.001
C -1.84 -1.15 -4.14 0.001
H -2.14 0.09 -2.40 -0.002
H -2.50 -1.60 -2.18 -0.001
H -1.07 -0.59 -4.66 0.000
H -2.80 -0.83 -4.53 0.000
H -1.71 -2.20 -4.39 0.000
C 0.09 1.89 -2.97 0.005
C 1.83 0.27 -3.70 0.003
C -0.82 2.31 -4.13 0.001
H 0.92 2.59 -2.85 0.001
H -0.51 1.95 -2.06 -0.003
H -0.31 2.26 -5.09 0.000
H -1.16 3.34 -4.00 0.000
H -1.70 1.68 -4.19 0.000
C 1.84 0.53 -5.21 0.000
H 2.07 -0.78 -3.53 0.000
H 2.61 0.85 -3.23 -0.001
H 1.00 0.04 -5.70 0.000
H 2.75 0.16 -5.66 0.000
H 1.78 1.60 -5.42 0.000
H 0.26 -0.10 -2.37 0.001
V -0.08 -0.09 1.85 2.575
C 1.50 -0.09 0.54 0.052
Si 3.35 0.38 0.72 0.045
H 1.24 -1.12 0.78 -0.037
H 0.80 0.68 0.24 -0.063
C 4.34 -0.79 -0.35 0.001
C 4.17 0.20 2.40 -0.001
C 3.67 2.15 0.19 0.003
C -1.85 -1.14 1.31 0.050
Si -3.43 -0.09 1.20 -0.022
H -1.76 -1.32 2.37 -0.066
H -2.05 -2.13 0.91 -0.006
C -4.67 -0.88 0.04 0.010
C -3.04 1.63 0.60 0.032
C -4.26 -0.01 2.87 0.007
H 3.11 2.42 -0.69 -0.001
H 4.73 2.31 -0.02 0.000
H 3.39 2.84 0.98 0.001
H 4.02 -1.82 -0.20 0.001
H 5.40 -0.74 -0.11 -0.001
H 4.25 -0.57 -1.41 0.000
H 3.87 -0.70 2.93 -0.003
H 3.97 1.07 3.02 0.002
H 5.25 0.15 2.28 -0.001
H -3.41 1.79 -0.42 0.001
H -1.97 1.81 0.58 -0.009
H -3.49 2.39 1.23 0.003
H -5.18 0.57 2.82 0.000
H -3.62 0.46 3.61 -0.002
H -4.52 -1.01 3.23 0.002
H -5.66 -0.47 0.20 0.000
H -4.72 -1.96 0.19 0.000
H -4.42 -0.70 -1.01 -0.001
C 0.90 -0.65 5.93 0.006
C 0.50 -0.19 4.55 0.234
N 0.55 -0.98 3.53 -0.018
O 0.95 -2.23 3.58 0.005
C 0.00 1.21 4.28 0.039
C -0.14 2.25 5.37 0.003
N -0.32 1.49 3.06 -0.015
O -0.76 2.66 2.67 0.075
H 1.24 -1.71 5.94 -0.001
H 0.03 -0.56 6.62 0.010
H 1.73 -0.02 6.31 0.010
H 0.96 -2.77 2.78 0.009
H 0.50 3.13 5.13 0.005
H -1.20 2.58 5.44 0.004
H 0.17 1.86 6.36 -0.002
```

Calculated values
- Relative energy (zero: lowest compared OMol25 entry of this formula, charge and spin): 302.41 kJ/mol
- Highest occupied orbital energy (spin up / spin down): -0.16788 / -0.23374 Eh
- <S²>: 3.777
- Electronic energy: -74156.45357 eV
- Net charge: 0
- Orbital gap (spin up / spin down): 4.50 / 6.29 eV
- 2S+1: 4